Below is C5H10O in the gas phase, with properties calculated with the ωB97M-V functional and the def2-TZVPD basis.

ΔE to the lowest compared entry with this formula, charge and spin: 322.33 kJ/mol
HOMO (spin up / spin down): -7.02 / -6.61 eV
M: 86.13 g/mol
E_LUMO (spin up / spin down): 1.07 / 1.05 eV
total energy: -7391.42461 eV

XYZ file:
```
16
Properties=species:S:1:pos:R:3:nbo_charge:R:1
O 0.550 -0.048 1.362 -0.349
C 0.566 -0.471 0.142 0.317
C -0.698 -0.466 -0.642 -0.480
C -0.481 0.352 2.092 -0.269
C -1.147 0.982 -0.914 -0.615
C 1.911 -0.707 -0.457 -0.662
H 1.991 -1.712 -0.893 0.217
H -1.483 0.108 1.762 0.153
H 2.689 -0.597 0.303 0.232
H -1.100 1.578 0.006 0.222
H -1.488 -1.011 -0.098 0.213
H 2.122 0.008 -1.267 0.212
H -0.227 0.509 3.129 0.172
H -0.489 1.449 -1.653 0.205
H -2.174 1.024 -1.289 0.211
H -0.542 -1.000 -1.586 0.220
```



Below is a molecular structure, C4H14N2O at a distorted geometry, with properties calculated with the ωB97M-V functional and the def2-TZVPD basis.

ΔE to the lowest compared entry with this formula, charge and spin: 378.23 kJ/mol
HOMO: -9.69 eV
M: 106.17 g/mol
E_LUMO: 0.88 eV
total energy: -9399.68688 eV

XYZ file:
```
21
Properties=species:S:1:pos:R:3:nbo_charge:R:1
O -2.040 -0.649 2.026 -0.976
N 2.491 0.440 1.077 -0.848
N -0.092 -1.592 0.216 -0.872
C 1.850 0.370 -0.238 -0.238
C -2.005 0.386 -1.042 -0.616
C 0.359 0.110 -0.070 -0.163
C -0.425 0.518 -1.311 -0.382
H 3.496 0.540 1.020 0.367
H -0.017 0.771 0.729 0.224
H -0.179 1.585 -1.532 0.198
H -0.140 -0.105 -2.166 0.199
H -2.399 -1.417 2.481 0.464
H -2.313 0.753 -0.069 0.225
H 2.131 1.197 1.651 0.360
H -2.089 -0.698 -0.988 0.226
H 0.557 -0.885 0.788 0.403
H 0.494 -1.896 -0.581 0.345
H 2.062 1.283 -0.806 0.191
H 2.223 -0.502 -0.763 0.194
H -2.566 0.866 -1.841 0.206
H -1.398 -1.076 1.419 0.492
```